No. 1
DFT (ωB97M-V with the def2-TZVPD basis set) results for one molecule with the formula H3NO3Si at a distorted geometry.

Atoms and positions in Å:
N -2.76819 -0.08186 0.07164
O -1.74414 0.79983 0.06688
O -3.84631 0.39367 0.15482
O -2.46660 -1.23406 -0.01554
Si -0.17287 0.19801 0.11329
H -0.07088 -0.86778 -0.87434
H 0.54476 1.39654 -0.28101
H 0.03262 -0.28763 1.47078

Output
M = 93.114 g mol⁻¹
LUMO level = 0.484 eV
SMILES string = O=[N+]([O-])O[SiH3]
Charge = 0
HOMO-LUMO gap = 0.4453 hartree

***

No. 2
DFT (ωB97M-V with the def2-TZVPD basis set) results for one molecule with the formula C2H3N3S at a distorted geometry.

Atoms and positions in Å:
C -0.22656 -0.89699 -0.24079
C -1.36197 -0.48947 0.35622
H 2.18827 1.61404 -0.21550
H 0.07604 -1.85372 -0.66375
H -2.28066 -1.05813 0.58509
N 0.57861 0.20908 -0.22350
N -1.17807 0.83875 0.75580
N -0.03619 1.23235 0.38620
S 2.24053 0.40410 -0.73977

Output
M = 101.134 g mol⁻¹
LUMO level = 0.378 eV
SMILES string = Sn1ccnn1
Charge = 0
HOMO-LUMO gap = 0.3586 hartree

***

No. 3
DFT (ωB97M-V with the def2-TZVPD basis set) results for one molecule with the formula C18H22N4O2S at a distorted geometry.

Atoms and positions in Å:
C 0.76066 -3.37830 -1.85438
C 0.80466 -2.30980 -0.80465
C 0.50644 -2.62375 0.51361
C 0.52204 -1.65800 1.50441
C 0.81226 -0.34953 1.17459
C 1.11595 -0.02461 -0.14076
C 1.14104 -0.99451 -1.14214
C 1.50459 -0.62233 -2.54610
H 0.60089 -0.38098 -3.10688
H 2.15593 0.24932 -2.56016
H 2.01317 -1.43981 -3.04933
N 1.38199 1.33828 -0.46195
C 2.57827 1.94136 -0.29188
O 2.79115 3.08468 -0.65635
C 3.65521 1.12622 0.33237
C 4.97888 1.21771 -0.04258
S 5.88454 0.15698 0.92840
N 4.51707 -0.30742 1.75203
N 3.47648 0.25661 1.34585
H 5.41012 1.83155 -0.80503
C 0.37219 2.09784 -1.19077
H 0.72953 2.31531 -2.20353
H 0.22501 3.05570 -0.67882
C -0.95262 1.34464 -1.29837
O -1.35602 0.89307 -2.34990
N -1.63824 1.27491 -0.14492
H -1.22154 1.61354 0.70708
C -2.92798 0.62844 -0.03194
H -3.26207 0.44498 -1.05543
C -2.85472 -0.65473 0.79915
C -2.85866 -0.17025 2.25267
H -3.36318 -0.88227 2.90352
C -3.57265 1.19604 2.24223
H -2.92706 1.96922 2.65967
H -4.48085 1.17610 2.84253
C -3.89706 1.49757 0.77171
H -4.91737 1.19472 0.53853
H -3.79253 2.55390 0.52883
H -1.83559 -0.06579 2.61364
H -1.97336 -1.24610 0.55791
H -3.74142 -1.25450 0.59486
H 0.82594 0.42261 1.92809
H 0.29785 -1.92443 2.52576
H 0.25772 -3.64369 0.76904
H 1.75715 -3.57317 -2.25073
H 0.37379 -4.30498 -1.43853
H 0.12243 -3.07232 -2.68138

Output
M = 358.467 g mol⁻¹
LUMO level = 0.229 eV
SMILES string = Cc1cccc(N(CC(=O)NC2CCCC2)C(=O)c2csnn2)c1C
Charge = 0
HOMO-LUMO gap = 0.3333 hartree

***

Quick rundown of energy relative to the best compared isomer or geometry (same formula, charge and spin), same order as above: 1.866 1.623 2.153 eV